(1)
# CH15N2O5

6 unconnected molecules or ions with the total composition CH15N2O5 (ωB97M-V/def2-TZVPD, the Open Molecules 2025 dataset).

Last column: natural (NBO) charge in e.
Element x y z (Å)
1 N -0.038 0.178 1.210  -0.723
2 C -0.210 1.299 0.564  0.386
3 N 0.189 1.499 -0.659  -0.739
4 H 0.545 -0.590 0.873  0.449
5 H -0.417 0.096 2.144  0.434
6 H -0.671 2.099 1.129  0.211
7 H 0.113 2.444 -1.064  0.450
8 H 0.645 0.775 -1.219  0.444
9 H 0.822 -1.247 -3.003  0.493
10 H 1.823 -1.222 -1.866  0.486
11 O 0.979 -0.845 -2.141  -0.957
12 H -0.085 1.923 4.392  0.495
13 H -0.409 0.430 4.409  0.484
14 O -0.127 1.145 3.827  -0.970
15 H -1.938 -4.389 -1.022  0.480
16 H -0.843 -5.249 -1.559  0.490
17 O -0.986 -4.371 -1.184  -0.966
18 H 0.023 4.507 -2.291  0.501
19 H -0.782 4.668 -0.976  0.496
20 O -0.122 4.124 -1.420  -0.960
21 H 0.856 -3.151 0.063  0.488
22 H -0.466 -2.608 -0.267  0.500
23 O 0.400 -2.301 0.037  -0.973

Summary:
Kohn-Sham gap: 11.6 eV
total charge: +1
E_HOMO: -13.851 eV
2S+1: 1

***

(2)
# C39H32BaN3O4P2S2

A molecular structure, C39H32BaN3O4P2S2 at a distorted geometry (ωB97M-V/def2-TZVPD, the Open Molecules 2025 dataset).

Last column: Löwdin charge in e.
Element x y z (Å)
1 Ba 1.217 -0.422 0.198  1.751
2 O -2.187 1.886 4.575  0.048
3 C -2.144 0.546 4.826  -0.258
4 C -2.636 0.076 6.044  -0.046
5 C -2.619 -1.271 6.353  -0.104
6 C -2.103 -2.178 5.438  -0.097
7 C -1.606 -1.703 4.238  -0.023
8 C -1.607 -0.349 3.893  -0.062
9 C -0.974 -0.008 2.569  -0.485
10 O -0.284 -0.925 2.022  -0.331
11 N -1.169 1.227 2.136  0.072
12 N -0.416 1.451 0.981  -0.144
13 C -0.416 2.622 0.490  -0.107
14 C 0.452 2.928 -0.704  -0.269
15 C 0.525 4.228 -1.191  -0.025
16 C 1.370 4.492 -2.257  -0.071
17 C 2.106 3.462 -2.817  -0.067
18 C 1.963 2.191 -2.275  -0.140
19 N 1.163 1.934 -1.251  -0.021
20 H -2.528 2.308 5.370  0.094
21 H -3.036 0.791 6.756  0.105
22 H -3.004 -1.602 7.310  0.096
23 H -2.079 -3.236 5.660  0.094
24 H -1.182 -2.382 3.512  0.112
25 H -0.993 3.428 0.943  0.120
26 H -0.062 5.010 -0.729  0.111
27 H 1.448 5.501 -2.644  0.104
28 H 2.776 3.625 -3.650  0.100
29 H 2.508 1.345 -2.683  0.118
30 O 0.189 -2.842 -2.946  0.001
31 C -0.513 -1.980 -2.425  -0.760
32 O -0.134 -1.082 -1.602  -0.439
33 C -2.002 -1.951 -2.793  -0.300
34 P -3.042 -0.760 -1.868  1.082
35 C -2.694 0.840 -2.716  -0.351
36 C -1.594 1.052 -3.541  -0.083
37 C -1.366 2.294 -4.120  -0.095
38 C -2.227 3.352 -3.873  -0.109
39 C -3.320 3.158 -3.038  -0.099
40 C -3.546 1.917 -2.469  -0.106
41 C -4.706 -1.107 -2.582  -0.379
42 C -5.821 -0.777 -1.816  -0.124
43 C -7.109 -0.999 -2.285  -0.099
44 C -7.305 -1.580 -3.527  -0.107
45 C -6.205 -1.930 -4.299  -0.095
46 C -4.922 -1.691 -3.832  -0.088
47 H -2.415 -2.935 -2.556  0.092
48 H -2.045 -1.814 -3.876  0.079
49 H -0.884 0.256 -3.723  0.097
50 H -0.505 2.430 -4.764  0.099
51 H -2.041 4.323 -4.316  0.094
52 H -3.997 3.977 -2.824  0.096
53 H -4.402 1.787 -1.816  0.094
54 H -5.680 -0.353 -0.827  0.095
55 H -7.958 -0.725 -1.671  0.097
56 H -8.308 -1.773 -3.888  0.094
57 H -6.344 -2.388 -5.271  0.097
58 H -4.079 -1.959 -4.455  0.092
59 S 4.203 -1.498 1.465  0.100
60 P 4.604 0.403 1.916  -0.018
61 S 3.083 1.645 1.633  0.126
62 C 6.040 0.975 0.934  -0.375
63 C 7.283 0.374 1.131  -0.095
64 C 8.387 0.776 0.403  -0.093
65 C 8.264 1.786 -0.546  -0.104
66 C 7.031 2.382 -0.755  -0.094
67 C 5.926 1.980 -0.015  -0.110
68 C 5.277 0.541 3.607  -0.380
69 C 5.495 -0.596 4.374  -0.111
70 C 5.994 -0.487 5.667  -0.091
71 C 6.275 0.761 6.199  -0.102
72 C 6.058 1.903 5.435  -0.093
73 C 5.560 1.793 4.150  -0.096
74 H 7.382 -0.423 1.860  0.105
75 H 9.346 0.303 0.572  0.097
76 H 9.128 2.105 -1.116  0.094
77 H 6.927 3.170 -1.491  0.096
78 H 4.961 2.453 -0.157  0.057
79 H 5.263 -1.562 3.944  0.055
80 H 6.158 -1.381 6.256  0.097
81 H 6.657 0.848 7.209  0.094
82 H 6.271 2.880 5.850  0.097
83 H 5.374 2.683 3.561  0.100

Summary:
Kohn-Sham gap: 7.7 eV
total charge: -1
E_HOMO: -5.443 eV
2S+1: 1

***

(3)
# C5H8O

C5H8O in the gas phase at a distorted geometry (ωB97M-V/def2-TZVPD, the Open Molecules 2025 dataset).

Last column: natural (NBO) charge in e.
Element x y z (Å)
1 C 0.589 1.206 0.145  -0.069
2 O 1.468 -0.021 -0.076  -0.566
3 C 0.732 -1.155 -0.059  -0.093
4 C -0.494 -0.564 0.475  -0.205
5 C -1.812 -0.151 -0.074  -0.357
6 C -0.653 0.712 -0.395  -0.319
7 H 0.496 1.565 1.063  0.164
8 H 1.389 1.833 -0.344  0.211
9 H 1.279 -1.915 0.447  0.194
10 H 0.674 -1.731 -0.995  0.167
11 H -0.463 -0.070 1.336  0.200
12 H -2.476 -0.712 -0.768  0.248
13 H -2.609 0.323 0.698  0.209
14 H -0.211 0.590 -1.382  0.215

Summary:
Kohn-Sham gap: 10.1 eV
total charge: 0
E_HOMO: -9.079 eV
2S+1: 1

***

(4)
# C18H38N5O4RuS

A molecular structure, C18H38N5O4RuS at a distorted geometry (ωB97M-V/def2-TZVPD, the Open Molecules 2025 dataset).

Last column: natural (NBO) charge in e.
Element x y z (Å)
1 Ru 0.610 -0.135 0.170  1.266
2 N -0.060 -0.899 1.964  -0.715
3 C -0.153 -2.346 2.309  -0.225
4 C 1.171 -2.891 2.833  -0.418
5 C 2.351 -2.667 1.881  -0.439
6 C 1.996 -3.133 0.479  -0.226
7 N 1.374 -2.049 -0.354  -0.737
8 H 0.508 -0.436 2.672  0.412
9 H -1.004 -0.481 1.989  0.448
10 H -0.504 -2.880 1.427  0.198
11 H -0.923 -2.451 3.074  0.231
12 H 1.029 -3.961 2.996  0.240
13 H 1.385 -2.459 3.814  0.231
14 H 3.232 -3.194 2.244  0.253
15 H 2.619 -1.612 1.852  0.229
16 H 1.252 -3.927 0.550  0.205
17 H 2.843 -3.550 -0.064  0.230
18 H 0.627 -2.462 -0.907  0.403
19 H 2.048 -1.713 -1.040  0.416
20 C -2.527 1.894 2.185  -0.622
21 C -3.310 0.644 1.866  -0.075
22 O -2.536 -0.166 0.969  -0.586
23 C -3.120 -1.450 0.736  -0.066
24 C -4.447 -1.394 0.005  -0.647
25 H -3.074 2.497 2.908  0.248
26 H -2.373 2.494 1.287  0.207
27 H -1.552 1.664 2.623  0.189
28 H -4.263 0.902 1.401  0.193
29 H -3.530 0.070 2.774  0.179
30 H -3.234 -1.977 1.692  0.178
31 H -2.384 -1.990 0.136  0.176
32 H -5.260 -1.051 0.642  0.233
33 H -4.715 -2.390 -0.350  0.235
34 H -4.383 -0.724 -0.856  0.201
35 C 3.952 1.839 -1.515  -0.430
36 C 3.149 2.095 -2.789  -0.436
37 C 1.844 1.350 -2.540  -0.074
38 O 2.135 0.338 -1.512  -0.597
39 C 3.573 0.412 -1.206  -0.079
40 H 3.642 2.503 -0.705  0.214
41 H 5.023 1.955 -1.663  0.257
42 H 3.672 1.672 -3.647  0.228
43 H 2.977 3.151 -2.988  0.247
44 H 1.477 0.834 -3.426  0.200
45 H 1.068 1.996 -2.135  0.197
46 H 4.086 -0.289 -1.869  0.196
47 H 3.711 0.116 -0.172  0.224
48 C -1.909 -1.970 -3.222  -0.808
49 S -0.866 -0.579 -2.842  1.272
50 C -2.026 0.740 -3.130  -0.810
51 O -0.754 -0.640 -1.312  -0.966
52 H -2.233 -1.870 -4.259  0.271
53 H -2.762 -1.969 -2.545  0.255
54 H -1.321 -2.879 -3.117  0.256
55 H -2.225 0.794 -4.201  0.267
56 H -1.552 1.659 -2.793  0.257
57 H -2.937 0.547 -2.564  0.255
58 N -0.254 4.061 0.164  -0.757
59 C 0.395 2.952 0.502  0.700
60 O 0.040 1.848 -0.060  -0.717
61 C 1.450 3.003 1.462  -0.551
62 C 1.999 1.747 1.576  0.576
63 N 2.177 0.602 1.441  -0.563
64 C 1.778 4.153 2.220  0.245
65 N 2.045 5.087 2.834  -0.234
66 H -1.042 4.009 -0.459  0.422
67 H -0.002 4.953 0.563  0.438

Summary:
Kohn-Sham gap (spin up / spin down): 7.4 / 6.7 eV
total charge: +2
E_HOMO (spin up / spin down): -14.286 / -14.275 eV
2S+1: 2

***

(5)
# C3HCl2N3O2

C3HCl2N3O2 in the gas phase at a distorted geometry (ωB97M-V/def2-TZVPD, the Open Molecules 2025 dataset).

Last column: natural (NBO) charge in e.
Element x y z (Å)
1 C 0.847 -0.044 -0.713  0.311
2 C 0.560 1.567 0.887  0.047
3 C -0.588 1.147 1.359  0.130
4 N 1.279 1.030 -0.132  -0.517
5 N -0.276 -0.633 -0.371  -0.448
6 N -0.726 -1.798 -0.901  0.632
7 O 0.013 -2.431 -1.617  -0.407
8 O -1.847 -2.100 -0.578  -0.387
9 Cl 1.261 2.977 1.620  0.085
10 Cl -1.972 0.702 1.991  0.340
11 H 1.450 -0.417 -1.546  0.213

Summary:
Kohn-Sham gap: 7.2 eV
total charge: 0
E_HOMO: -9.595 eV
2S+1: 1

***

(6)
# C3H12Si4

C3H12Si4 in the gas phase at a distorted geometry (ωB97M-V/def2-TZVPD, the Open Molecules 2025 dataset).

Last column: natural (NBO) charge in e.
Element x y z (Å)
1 Si 0.494 -2.395 -0.016  0.885
2 C 0.198 -0.722 -1.087  -0.896
3 Si 0.550 -1.143 -3.000  0.844
4 C -0.055 0.291 -0.272  0.218
5 C -0.329 1.018 0.816  -1.074
6 Si 1.029 2.050 1.435  0.912
7 Si -2.029 1.282 1.547  0.915
8 H -0.733 -2.933 -0.435  -0.154
9 H 0.508 -1.773 1.396  -0.140
10 H 1.784 -3.013 -0.183  -0.150
11 H 1.675 -2.176 -2.979  -0.139
12 H -0.792 -1.729 -3.269  -0.150
13 H 0.736 0.047 -3.928  -0.129
14 H 1.599 2.944 0.282  -0.140
15 H 1.983 1.034 2.069  -0.164
16 H 0.562 2.779 2.621  -0.164
17 H -1.792 2.521 2.282  -0.168
18 H -2.371 0.164 2.354  -0.160
19 H -3.016 1.752 0.366  -0.144

Summary:
Kohn-Sham gap: 9.0 eV
total charge: 0
E_HOMO: -8.661 eV
2S+1: 1

***

Across the entries above, relative energy (zero: lowest compared OMol25 entry of this formula, charge and spin) takes the values 7.76; 27.12; 141.65; 18.49; 100.11; 6.40 kcal/mol, respectively.